No. 1
Entry from the OMol25 dataset: C8H12N2OS in the gas phase in a non-equilibrium geometry (ωB97M-V/def2-TZVPD).

## Properties
LUMO energy, Ha: 0.0052
M, g/mol: 184.3
Electronic energy, Ha: -894.695807
Gap between HOMO and LUMO, eV: 8.21
Energy above the lowest of the compared OMol25 structures with the same formula, charge and spin, kcal per mole: 194.63
HOMO, eV: -8.0652
SMILES: C=[S@@](C)(=CC)c1ccc(=O)[nH]n1
Total charge: 0
Strongest force on any atom, hartree/bohr: 0.060

XYZ file:
```
24
Properties=species:S:1:pos:R:3:forces:R:3:nbo_charge:R:1
C -0.9157 2.0846 -0.1939 -1.2497 -2.2646 0.1182 -0.911
S -1.0822 0.4085 0.3533 1.4999 0.2900 0.5951 1.010
C -1.5319 -0.0269 2.0812 -1.4904 1.2064 -1.1097 -0.771
C -1.5090 -1.2076 -1.0217 -0.8528 0.3815 0.9510 -0.380
C -2.0730 -0.3730 -2.1888 -0.1943 1.0089 1.0528 -0.724
C 0.6574 -0.0058 0.4424 2.7688 -0.7556 1.0623 -0.032
C 1.2882 -0.0982 -0.8514 -0.2674 0.0792 1.6403 -0.154
C 2.5974 -0.3594 -0.8763 1.0103 0.0274 -0.8952 -0.276
C 3.4103 -0.5169 0.3197 -0.2864 0.0699 1.4367 0.597
O 4.5880 -0.7791 0.3839 0.4193 -0.0321 -0.3921 -0.593
N 2.6897 -0.3299 1.5227 -1.2641 -0.2855 -1.6776 -0.385
N 1.3613 -0.1984 1.5372 -2.3817 1.1130 -0.1128 -0.214
H -1.9447 2.3124 -0.5135 0.4133 0.4467 0.0608 0.201
H -0.5134 2.6422 0.6407 0.0071 0.3314 0.1075 0.210
H -2.5323 0.4079 2.2319 0.3934 -0.1394 -0.0066 0.235
H -1.6133 -1.0627 2.0112 -0.2287 -1.9398 0.1608 0.233
H -0.8691 0.2311 2.8650 0.9322 0.6051 0.3360 0.254
H -2.2928 -1.8026 -0.4079 0.6458 1.2564 -0.8731 0.153
H -1.1956 0.1230 -2.6571 -0.7910 -0.3367 -0.2561 0.204
H -2.6258 -1.0187 -2.8920 0.2986 0.2825 0.2250 0.239
H -2.7507 0.4830 -1.8325 0.5827 -1.3173 -0.8300 0.205
H 0.5737 0.0287 -1.6159 0.1651 0.0496 -1.4443 0.245
H 3.2056 -0.4560 -1.7791 -0.4848 -0.0038 0.0993 0.240
H 3.0779 -0.4861 2.4409 0.3546 -0.0732 -0.2485 0.414
```
Positions in Å, forces in eV/Å.

***

No. 2
Entry from the OMol25 dataset: C8H12N2S in the gas phase in a non-equilibrium geometry (ωB97M-V/def2-TZVPD).

## Properties
LUMO energy, Ha: -0.0231
M, g/mol: 168.3
Electronic energy, Ha: -819.549813
Gap between HOMO and LUMO, eV: 8.70
Energy above the lowest of the compared OMol25 structures with the same formula, charge and spin, kcal per mole: 110.05
HOMO, eV: -9.3325
SMILES: C[C@H](S)CC1=CC=NCN=C1
Total charge: 0
Strongest force on any atom, hartree/bohr: 0.086

XYZ file:
```
23
Properties=species:S:1:pos:R:3:forces:R:3:nbo_charge:R:1
C 1.8205 -0.6586 -1.3683 0.7722 1.6493 0.3421 -0.636
C 1.9861 0.3449 -0.1682 -1.3468 0.5777 -1.4731 -0.303
S 3.7210 0.7360 0.2889 0.0089 -0.9505 -0.5884 -0.039
C 1.1503 -0.1320 1.0025 -1.2576 -1.1883 -1.7022 -0.445
C -0.3266 -0.0996 0.5084 0.7811 -0.0143 1.3532 -0.002
C -0.8132 1.1554 0.4358 0.8929 0.0494 1.3311 -0.259
C -2.0246 1.7593 -0.0656 0.0858 2.5632 -2.1996 0.046
N -3.1490 1.3131 -0.4409 1.7299 -3.7041 1.6744 -0.328
C -3.2059 -0.4352 -0.0326 -0.4530 0.2988 -0.3769 -0.173
N -2.1862 -1.7516 0.3123 -1.8512 3.4643 -1.3899 -0.324
C -0.9740 -1.4575 0.4606 0.8698 0.3179 1.2163 0.049
H 0.8122 -0.8892 -1.7137 -0.2964 0.4193 0.5220 0.224
H 2.2030 -1.5735 -0.9254 0.6244 -0.3811 -0.8717 0.208
H 2.3099 -0.1787 -2.2457 0.2624 -1.1034 0.5520 0.230
H 1.4786 1.3556 -0.4200 1.2849 -1.4237 0.0922 0.223
H 4.3081 -0.4693 -0.0536 -0.5664 0.8143 0.2659 0.131
H 1.2940 0.6330 1.6880 0.0614 0.8307 2.1023 0.220
H 1.3885 -1.1468 1.3597 0.3105 0.5701 0.0398 0.211
H -0.1409 1.9456 0.9010 -0.6518 -0.9874 -0.9204 0.210
H -1.7642 2.8660 -0.3954 -0.9688 -1.7019 0.8941 0.170
H -3.7996 -0.4015 0.8987 0.0853 -0.1335 -0.7982 0.197
H -3.7674 -0.6568 -0.9608 0.2623 -0.6269 1.0343 0.206
H -0.3207 -2.2586 0.9343 -0.6399 0.6602 -1.0990 0.185
```
Positions in Å, forces in eV/Å.

***

No. 3
Entry from the OMol25 dataset: a gas-phase ion, C8H12N3 (charge +1) in a non-equilibrium geometry (ωB97M-V/def2-TZVPD).

## Properties
LUMO energy, Ha: -0.1322
M, g/mol: 150.2
Electronic energy, Ha: -475.930301
Gap between HOMO and LUMO, eV: 9.53
Energy above the lowest of the compared OMol25 structures with the same formula, charge and spin, kcal per mole: 94.26
HOMO, eV: -13.1309
SMILES: NCN1[NH2+][C@H]1c1ccccc1
Total charge: +1
Strongest force on any atom, hartree/bohr: 0.113

XYZ file:
```
23
Properties=species:S:1:pos:R:3:forces:R:3:nbo_charge:R:1
N 3.7034 -0.8963 0.5381 -1.2046 -0.5446 4.3140 -0.803
C 2.8057 0.2629 0.6029 0.8166 -3.8069 2.3217 -0.090
N 1.5799 0.0130 -0.0254 -2.1562 0.0826 -1.1099 -0.242
N 1.3589 0.4382 -1.4039 -0.7985 0.8000 3.2792 -0.456
C 0.4891 0.8867 -0.1044 0.0110 2.2962 -0.6084 0.214
C -0.9101 0.4391 -0.0209 1.8629 -1.9941 -0.4964 -0.194
C -1.9781 1.2508 0.1335 -2.5143 3.0095 1.3344 -0.178
C -3.2624 0.7683 0.3490 -1.8425 0.0515 0.0835 -0.177
C -3.4495 -0.6228 0.2627 -2.3600 0.7642 1.0484 -0.181
C -2.4639 -1.4219 -0.0891 5.6654 -0.9370 -0.8953 -0.194
C -1.1285 -0.9121 -0.1710 -0.6448 -1.6756 -0.8883 -0.153
H 3.3992 -1.7450 1.1433 0.4663 2.2793 -1.2073 0.379
H 3.7988 -1.2549 -0.3368 0.5500 -0.9314 -3.2410 0.355
H 2.4792 0.3199 1.6415 0.4476 0.5937 0.1815 0.231
H 3.3652 1.0594 0.2895 0.9732 2.6030 -0.8955 0.198
H 0.9919 -0.3494 -1.8698 -0.3489 -0.3922 -1.7015 0.449
H 1.8113 1.2792 -1.7002 0.6648 0.0372 -1.1279 0.434
H 0.6015 2.0359 0.0622 0.2886 -1.9893 -0.2956 0.227
H -1.9290 2.3413 0.2814 0.6078 -0.4815 -0.3409 0.234
H -4.1885 1.4472 0.5609 2.1737 -1.2084 -0.3577 0.255
H -4.2798 -1.2652 0.5463 -0.9800 1.2662 -0.1281 0.245
H -2.5173 -2.4767 -0.2465 -0.6278 -0.4964 0.1227 0.231
H -0.2770 -1.5980 -0.4433 -1.0503 0.6741 0.6084 0.216
```
Positions in Å, forces in eV/Å.

***

No. 4
Entry from the OMol25 dataset: 2 unconnected molecules or ions with the total composition C8H12N3 in a non-equilibrium geometry (ωB97M-V/def2-TZVPD).

## Properties
LUMO energy, Ha: -0.1409
M, g/mol: 150.2
Electronic energy, Ha: -475.942764
Gap between HOMO and LUMO, eV: 9.12
Energy above the lowest of the compared OMol25 structures with the same formula, charge and spin, kcal per mole: 86.44
HOMO, eV: -12.9563
Total charge: +1
Strongest force on any atom, hartree/bohr: 0.052

XYZ file:
```
23
Properties=species:S:1:pos:R:3:forces:R:3:nbo_charge:R:1
C -0.5334 3.3114 0.1167 -0.1139 -1.5862 -1.4590 -0.102
C 0.2929 3.0928 -1.1454 0.4967 -0.8975 1.9846 -0.323
C -1.5115 2.6062 0.7263 -0.4679 0.7545 -0.9658 -0.323
C 0.9792 0.6298 -0.9334 -1.1456 0.4120 -1.7075 -0.298
C -2.3819 1.5167 0.1228 0.8712 -0.2291 1.3904 0.244
C 0.8853 1.8953 -1.1837 -1.7542 2.0349 0.2094 0.183
C -0.1599 -0.3041 -1.3385 1.1687 0.2137 -2.0097 -0.496
C -0.9568 -0.4269 -0.1261 -1.6784 -0.9118 1.0561 0.555
N -2.0854 0.2627 0.0379 -0.1735 2.2182 -1.3999 -0.410
N -0.6906 -1.3670 0.7117 -0.1893 0.1682 1.8249 -0.689
N 1.6889 -2.7693 0.7229 -0.2284 0.9876 0.5186 -1.115
H -0.4669 4.2248 0.5962 1.0785 1.9303 0.6929 0.216
H 0.6141 3.9913 -1.6700 -0.3697 -0.4559 -0.4193 0.266
H -1.8855 3.2466 1.5737 -0.3988 -1.4440 -0.7811 0.261
H 1.8808 0.2360 -0.6103 1.4401 -0.9320 1.0846 0.234
H -3.4091 1.8624 -0.1372 0.6123 -0.6459 0.3828 0.227
H -0.8353 0.1131 -2.0854 0.4498 0.2884 -0.1515 0.264
H 0.3118 -1.2019 -1.8131 -0.8926 0.2077 0.9883 0.266
H 0.1477 -1.9200 0.6270 1.0425 -0.9149 -0.3075 0.439
H -1.0391 -1.3260 1.6665 -0.4376 -0.0317 -0.3931 0.412
H 2.2283 -1.9751 1.0941 -0.1946 -1.1231 0.5943 0.385
H 2.0119 -2.8240 -0.2240 0.1421 -1.0913 -0.2968 0.386
H 1.6249 -3.6356 1.2898 0.7428 1.0479 -0.8356 0.417
```
Positions in Å, forces in eV/Å.

***

No. 5
Entry from the OMol25 dataset: a molecular structure, C8H12N3O in a non-equilibrium geometry (ωB97M-V/def2-TZVPD).

## Properties
LUMO energy (spin up / spin down), Ha: -0.1351 / -0.2166
Multiplicity: 3
M, g/mol: 166.2
Electronic energy, Ha: -551.065432
Gap between HOMO and LUMO (spin up / spin down), eV: 4.50 / 6.82
<S²>: 2.05
Energy above the lowest of the compared OMol25 structures with the same formula, charge and spin, kcal per mole: 7.64
HOMO (spin up / spin down), eV: -8.1722 / -12.7080
Total charge: +1
Strongest force on any atom, hartree/bohr: 0.106

XYZ file:
```
24
Properties=species:S:1:pos:R:3:forces:R:3:nbo_charge:R:1
C -2.4463 -1.3206 -0.2055 3.1376 -0.6699 -0.7329 -0.143
C -2.7481 0.0844 -0.1854 -4.1412 1.6093 0.8058 -0.218
C -1.1116 -1.6525 -0.3875 -1.2495 -1.3166 0.2258 -0.233
C -1.8070 1.0408 -0.1184 2.4545 1.7715 -1.3162 -0.299
C -0.0753 -0.6809 -0.3130 -0.0789 -3.2396 -0.9415 0.121
C -0.4022 0.7077 -0.2314 -2.9920 3.4330 0.9971 0.118
C 2.2495 -0.3807 -0.4611 3.3695 -4.2382 0.5706 0.531
C 1.3361 -2.1873 0.8516 -0.6504 -1.2602 0.4178 -0.400
N 1.2133 -1.1071 -0.0608 -0.3356 1.2278 0.1077 -0.387
N 0.7012 1.5494 -0.0981 -3.6225 0.7305 1.6376 -0.443
N 0.5417 2.8878 0.2829 -0.1267 0.7533 1.4794 -0.509
O 2.2486 0.4173 -1.3536 0.4936 1.9227 -2.8461 -0.617
H -3.2167 -2.0335 -0.2795 -0.6661 -0.7889 0.0257 0.229
H -3.8728 0.3937 -0.1591 2.3097 -0.5307 -0.2772 0.233
H -0.8617 -2.7439 -0.5436 -0.2421 1.5455 0.2347 0.237
H -2.0924 2.0847 -0.3968 0.1717 -0.7432 0.8526 0.220
H 3.2676 -0.7029 -0.1541 -0.6976 -0.2984 0.7252 0.160
H 0.7805 -3.0438 0.4076 0.8419 0.3592 0.7338 0.225
H 2.3612 -2.4086 1.0465 0.7045 -0.3781 -0.1084 0.227
H 0.8771 -1.8811 1.7826 -0.2242 -0.2849 0.3217 0.212
H 1.4669 3.1859 0.6122 -0.0336 -0.0622 0.1997 0.443
H -0.1141 2.9590 1.1517 0.8549 -0.1534 -1.7537 0.446
H 0.3204 3.6307 -0.4174 -0.6241 -0.8518 0.0228 0.427
H 1.3843 1.2015 -0.7697 1.3467 1.4632 -1.3820 0.419
```
Positions in Å, forces in eV/Å.

***

No. 6
Entry from the OMol25 dataset: a gas-phase ion, C8H12N3O2 (charge +1) in a non-equilibrium geometry (ωB97M-V/def2-TZVPD).

## Properties
LUMO energy, Ha: -0.2442
M, g/mol: 182.2
Electronic energy, Ha: -626.186071
Gap between HOMO and LUMO, eV: 7.09
Energy above the lowest of the compared OMol25 structures with the same formula, charge and spin, kcal per mole: 284.01
HOMO, eV: -13.7300
Total charge: +1
Strongest force on any atom, hartree/bohr: 0.096

XYZ file:
```
25
Properties=species:S:1:pos:R:3:forces:R:3:nbo_charge:R:1
C -3.9688 0.1135 -0.0606 -2.5803 0.2635 -0.0133 0.197
C -2.5926 0.4922 -0.1315 1.0478 0.5957 0.1740 0.157
C -1.6820 -0.5570 0.1372 -0.2778 0.7619 -1.0817 -0.074
C -0.0887 0.3083 -1.4938 0.9078 1.2695 -2.2918 -0.659
C -2.2400 -1.6763 0.8664 -0.7150 -2.3866 -0.6516 -0.687
C 0.4765 -1.7976 -0.1366 -3.9050 1.4812 0.9272 -0.641
C 1.7273 3.2519 0.4577 1.2046 -0.4996 -2.1983 -0.280
C -0.5050 -0.6122 -0.5423 1.7084 -3.5940 2.8832 0.230
N -5.0995 -0.1133 0.0745 1.6150 0.1269 -0.2723 -0.152
N -2.4825 1.7655 -0.4169 -2.7399 -0.4565 -0.1323 -0.072
N -0.3269 2.3620 0.1687 0.3204 -0.2052 0.3387 0.306
O -1.5398 2.6366 -0.2279 2.2187 1.6545 -0.2412 -0.036
O 0.3924 3.4601 0.0512 -2.9486 -1.1094 0.3907 -0.227
H 0.8570 0.1010 -2.0047 -0.1296 -0.1520 0.3034 0.261
H -0.8409 0.4351 -2.2707 -0.1722 0.6153 -0.0082 0.272
H 0.0617 1.2846 -0.9444 0.1046 -0.1091 -0.4534 0.234
H -2.5666 -2.5301 0.2503 0.6284 0.2074 -0.9421 0.263
H -1.5093 -2.1699 1.4465 0.5099 -0.1584 1.4435 0.256
H -3.2215 -1.5654 1.2614 -0.2230 0.8647 1.4827 0.268
H 0.7171 -1.6776 0.9068 -0.3223 -0.0982 0.7251 0.237
H -0.0466 -2.7502 -0.2687 0.5475 0.0633 -0.2401 0.253
H 1.3756 -1.6590 -0.5763 2.6265 -0.1736 -2.1083 0.225
H 2.1164 4.1290 0.0026 1.1262 0.9790 0.7055 0.242
H 2.1778 2.4563 -0.1259 -0.2155 -0.4401 -0.3696 0.199
H 1.9343 2.9875 1.4522 -0.3365 0.4996 1.6302 0.229
```
Positions in Å, forces in eV/Å.

***

> What is the M in the second record?

168.3 g/mol